The following is a DFT calculation (the ωB97M-V functional and the def2-TZVPD basis) of C7H15N3O2S in the gas phase at a distorted geometry.

energy above the lowest of the compared OMol25 structures with the same formula, charge and spin: 2.293 eV
HOMO-LUMO gap (spin up / spin down): 8.63 / 6.18 eV
HOMO energy (spin up / spin down): -8.90 / -7.37 eV

```
28
Properties=species:S:1:pos:R:3:mulliken_charge:R:1
C 2.1431 1.4386 -1.1347 -0.788
C -0.0408 -1.0589 0.2569 1.187
C 0.2954 -3.3765 -0.0187 -0.955
C -2.5618 0.2189 -0.3744 -0.986
C -1.8476 2.0168 1.0836 -1.070
C -0.6740 0.0503 1.1108 -1.265
C 0.8505 -0.5340 -0.7751 -0.689
N 0.8792 0.7987 -1.0575 -0.084
N -0.4266 -2.2248 0.5853 -0.534
N -1.5004 0.9774 0.2809 0.166
O 4.1242 -0.2038 -0.4381 -0.464
O 2.7090 1.7318 0.0882 -0.310
S 3.3362 0.3059 0.7343 0.489
H 2.1070 2.4711 -1.6411 0.330
H 2.8528 0.8999 -1.8383 0.460
H 1.3583 -3.2539 -0.1594 0.305
H -0.0569 -3.7837 -0.9815 0.293
H 0.1214 -4.1856 0.7595 0.326
H -2.2784 -0.1778 -1.3537 0.270
H -3.0153 -0.5167 0.2759 0.339
H -3.3788 1.0280 -0.6328 0.307
H -2.5259 2.7258 0.4700 0.326
H -2.3561 1.6989 1.9987 0.364
H -0.9343 2.6024 1.4814 0.256
H 0.1820 0.6175 1.4707 0.490
H -1.1371 -0.5056 1.9307 0.428
H 1.6124 -1.1086 -1.3439 0.427
H 0.1626 1.3479 -0.7778 0.382
```

The following is a DFT calculation (the ωB97M-V functional and the def2-TZVPD basis) of a gas-phase ion, C7H15N4O (charge +1) at a distorted geometry.

charge: +1
energy above the lowest of the compared OMol25 structures with the same formula, charge and spin: 3.027 eV
HOMO-LUMO gap: 10.61 eV
HOMO energy: -13.40 eV
SMILES: CO[C@@H](c1ncnn1C)[NH+](C)C

```
27
Properties=species:S:1:pos:R:3:mulliken_charge:R:1
C 0.4762 2.0027 -1.6323 -0.676
O 1.0246 0.8498 -0.8941 -0.391
C 0.4112 0.1681 0.1353 0.641
C -0.9776 -0.2588 -0.1499 -0.053
N -1.3124 -1.4408 -0.6380 -0.527
C -2.6608 -1.4948 -0.4697 -0.379
N -3.1707 -0.3965 0.0436 -0.923
N -2.1306 0.3764 0.2754 0.839
C -2.2526 1.5312 1.1757 -0.782
N 1.2393 -1.0467 0.4933 0.042
C 2.3568 -0.4992 1.2115 -0.753
C 1.5318 -1.8355 -0.7379 -0.749
H 1.1514 2.0914 -2.5226 0.321
H 0.3696 2.9642 -0.9315 0.253
H -0.4610 1.7615 -2.1675 0.303
H 0.3027 0.8098 1.1729 -0.005
H -3.1999 -2.2894 -0.7430 0.626
H -1.3391 1.5812 1.6772 0.344
H -2.2609 2.4253 0.4750 0.295
H -3.1714 1.3082 1.7254 0.326
H 0.7299 -1.5883 1.0625 0.246
H 3.0825 0.1224 0.5874 0.332
H 2.1453 0.1602 2.0923 0.320
H 3.1812 -1.2770 1.5903 0.340
H 2.3312 -1.2911 -1.2665 0.307
H 1.9513 -2.8626 -0.3544 0.357
H 0.6519 -1.8715 -1.2105 0.347
```

The following is a DFT calculation (the ωB97M-V functional and the def2-TZVPD basis) of 2 unconnected molecules or ions with the total composition C7H15N4S at a distorted geometry.

charge: +1
energy above the lowest of the compared OMol25 structures with the same formula, charge and spin: 0.435 eV
HOMO-LUMO gap: 9.04 eV
HOMO energy: -12.91 eV

```
27
Properties=species:S:1:pos:R:3:mulliken_charge:R:1
C -0.7539 1.3899 -0.7972 0.170
C 2.8091 1.4486 -0.6382 0.342
C -1.1570 -0.3323 0.6627 -0.169
C 0.0875 -2.6297 0.5636 -1.145
C -2.3145 -2.5275 1.2670 -1.390
C 2.8656 3.7871 -1.4767 -0.684
C -1.2982 -1.8318 0.2840 0.013
N -0.3162 0.3648 -0.1925 0.270
N -2.4584 0.2708 0.5703 -0.423
N 2.7071 2.4388 -1.2715 -0.162
N 2.4088 0.3639 -0.1057 -0.677
S -2.3758 1.7700 -0.3107 0.036
H -0.8351 -0.2485 1.7549 0.253
H 0.1508 -2.3683 1.6388 0.377
H 0.8540 -2.1956 -0.0732 0.214
H 0.0393 -3.7110 0.2619 0.392
H -3.2914 -2.2901 1.2528 0.506
H -2.0664 -2.5436 2.3643 0.329
H -2.2951 -3.6445 1.0770 0.361
H 1.9031 4.1771 -1.9356 0.239
H 2.9978 4.5213 -0.6287 0.335
H 3.5965 4.0978 -2.1860 0.327
H -1.7450 -1.8923 -0.7561 0.326
H -3.1646 -0.3176 0.0237 0.408
H -0.0662 2.1549 -1.2661 0.194
H 0.7488 0.2033 -0.1077 0.363
H 2.9696 -0.4555 0.0248 0.196
```

The following is a DFT calculation (the ωB97M-V functional and the def2-TZVPD basis) of C7H15NO in the gas phase.

energy above the lowest of the compared OMol25 structures with the same formula, charge and spin: 1.761 eV
HOMO-LUMO gap: 8.88 eV
HOMO energy: -8.08 eV
SMILES: C=C(NC)C(C)(C)CO

```
24
Properties=species:S:1:pos:R:3:mulliken_charge:R:1
C 0.9125 -2.0609 -0.3631 -1.454
C 0.4195 -0.9877 0.2803 0.386
N 0.5297 -0.9619 1.6769 -0.228
C 1.0394 0.1524 2.4565 -0.927
C -0.3454 0.1563 -0.4629 2.211
C -1.6354 0.5365 0.3018 -1.643
C 0.5606 1.3995 -0.5919 -1.803
C -0.7871 -0.2661 -1.9048 -1.357
O -1.5762 0.7198 -2.5721 -0.516
H 1.4120 -2.8642 0.1716 0.298
H 0.8610 -2.1956 -1.4369 0.243
H 0.9160 -1.8359 2.0329 0.301
H 2.0374 0.4407 2.1117 0.303
H 0.3787 1.0202 2.4252 0.230
H 1.1218 -0.1514 3.5053 0.358
H -2.1983 1.3196 -0.2194 0.405
H -2.2968 -0.3313 0.4094 0.372
H -1.4360 0.9242 1.3038 0.346
H 0.8840 1.7873 0.3764 0.387
H 0.0445 2.2246 -1.0941 0.498
H 1.4617 1.1688 -1.1717 0.356
H 0.0770 -0.4674 -2.5481 0.442
H -1.3944 -1.1776 -1.8646 0.462
H -0.9864 1.4502 -2.8222 0.328
```

The following is a DFT calculation (the ωB97M-V functional and the def2-TZVPD basis) of a molecular structure, C7H15NO at a distorted geometry.

energy above the lowest of the compared OMol25 structures with the same formula, charge and spin: 3.792 eV
HOMO-LUMO gap: 7.25 eV
HOMO energy: -6.37 eV

```
24
Properties=species:S:1:pos:R:3:mulliken_charge:R:1
C -0.1499 1.3916 0.7020 0.580
C 2.1998 -0.4223 0.5764 -1.075
C 0.6051 -2.3755 -0.8312 -1.432
C -0.6898 2.4610 -0.2159 -1.633
C -1.1350 0.8178 1.6856 -1.219
N 0.8531 -0.0843 0.1238 -0.102
C 0.1857 -0.9219 -0.7262 0.463
C -0.9315 -0.4572 -1.3733 -0.107
O -1.8746 -1.2250 -2.0179 -0.596
H -1.9875 -2.0583 -1.5422 0.282
H 0.7112 1.7984 1.2287 0.295
H -1.0123 0.5686 -1.6823 0.365
H 2.6358 0.4147 1.1285 0.294
H 2.1822 -1.2895 1.2482 0.327
H 2.8749 -0.6581 -0.2565 0.336
H -0.0206 -2.9364 -1.5270 0.372
H 0.5586 -2.8729 0.1426 0.318
H 1.6367 -2.4443 -1.1882 0.354
H -0.0363 2.6345 -1.0755 0.373
H -0.6904 -0.0394 2.1989 0.327
H -1.6979 2.2396 -0.5733 0.379
H -0.7681 3.4095 0.3349 0.417
H -2.0519 0.4799 1.1968 0.273
H -1.3972 1.5696 2.4430 0.411
```

The following is a DFT calculation (the ωB97M-V functional and the def2-TZVPD basis) of C7H15NO in the gas phase at a distorted geometry.

energy above the lowest of the compared OMol25 structures with the same formula, charge and spin: 1.863 eV
HOMO-LUMO gap: 10.06 eV
HOMO energy: -9.12 eV
SMILES: C=C[C@](C)(N)[C@H](C)CO

```
24
Properties=species:S:1:pos:R:3:mulliken_charge:R:1
C -2.3247 -1.5864 -0.6244 -0.795
C -1.6311 -0.4818 -0.8382 -0.619
C -0.4990 0.2218 0.1728 1.323
C -0.3574 -0.5506 1.4763 -1.806
N -0.9237 1.5711 0.4711 -0.661
C 0.7383 0.2143 -0.7011 0.298
C 1.4790 -1.1134 -0.7262 -1.639
C 1.7584 1.4066 -0.1693 -0.793
O 1.9462 1.4736 1.2151 -0.562
H -3.0854 -1.9305 -1.3120 0.294
H -2.1128 -2.2575 0.1947 0.206
H -1.8681 0.1221 -1.7121 0.260
H -1.1988 -0.3439 2.1362 0.480
H 0.5715 -0.3070 1.9821 0.378
H -0.3413 -1.6214 1.2962 0.404
H -1.7676 1.5758 1.0317 0.260
H -1.1089 2.0944 -0.3775 0.239
H 0.4849 0.5236 -1.7185 0.419
H 2.1122 -1.1593 -1.6096 0.420
H 2.0928 -1.2285 0.1639 0.352
H 0.7974 -1.9602 -0.7682 0.374
H 1.4108 2.3775 -0.5465 0.326
H 2.7305 1.1985 -0.6198 0.463
H 1.0969 1.7611 1.5836 0.378
```

The following is a DFT calculation (the ωB97M-V functional and the def2-TZVPD basis) of 2 unconnected molecules or ions with the total composition C7H15NO2Si at a distorted geometry.

energy above the lowest of the compared OMol25 structures with the same formula, charge and spin: 2.333 eV
HOMO-LUMO gap: 8.56 eV
HOMO energy: -7.87 eV
SMILES: C=CCC(N)=C=O.C[SiH](C)O

```
26
Properties=species:S:1:pos:R:3:mulliken_charge:R:1
C 3.9583 -1.1091 0.3148 -0.805
C 3.4530 -0.0271 0.9193 -0.102
C 1.9837 0.2391 0.9391 -0.991
C 1.5750 1.1963 -0.0698 0.346
N 1.2790 0.6843 -1.4280 -0.509
C 1.5181 2.4753 0.0706 0.459
O 1.6429 3.6239 0.2235 -0.460
H 4.9788 -1.1863 0.0671 0.271
H 3.2835 -1.8844 -0.0337 0.290
H 4.1281 0.7203 1.2113 0.344
H 1.7477 0.6575 1.9382 0.387
H 1.5071 -0.7151 0.8831 0.260
H 2.0251 -0.0189 -1.5960 0.265
H 1.2201 1.5569 -2.0642 0.253
C -4.0782 0.7199 -0.0892 -1.144
Si -2.0396 0.4237 -0.1094 0.590
C -1.6896 -1.4636 -0.2822 -1.112
O -1.4529 0.8036 1.4619 -0.558
H -4.4873 0.7468 -1.0424 0.402
H -4.6400 0.1056 0.6141 0.291
H -4.0784 1.7994 0.0113 0.297
H -1.1336 1.3245 -0.8695 -0.071
H -1.2911 -1.5955 -1.3210 0.304
H -1.1029 -2.1074 0.5223 0.260
H -2.6378 -1.9201 -0.4598 0.459
H -1.4624 1.6223 1.8844 0.274
```

The following is a DFT calculation (the ωB97M-V functional and the def2-TZVPD basis) of C7H15NO4 in the gas phase at a distorted geometry.

energy above the lowest of the compared OMol25 structures with the same formula, charge and spin: 0.470 eV
HOMO-LUMO gap: 9.41 eV
HOMO energy: -9.00 eV
SMILES: CN1C[C@H](O)[C@H](O)[C@@H](O)[C@@H]1CO

```
27
Properties=species:S:1:pos:R:3:mulliken_charge:R:1
C -1.6131 -1.4665 1.8806 -1.105
N -1.2016 -0.6000 0.7628 -0.117
C -0.6841 -1.4510 -0.3215 -0.684
C -0.3542 -0.6460 -1.6143 -0.503
O 0.3332 -1.4856 -2.5049 -0.610
C 0.4848 0.6231 -1.3621 0.277
O 1.7990 0.1821 -1.0405 -0.652
C -0.2179 1.3695 -0.1743 -0.802
O -1.5236 1.7650 -0.5622 -0.640
C -0.3200 0.5560 1.1077 0.152
C 1.0218 0.1767 1.7873 -0.890
O 1.8975 1.2445 1.6332 -0.600
H -2.5321 -2.0173 1.5733 0.351
H -0.9093 -2.2523 2.2444 0.340
H -1.9415 -0.8238 2.7333 0.361
H -1.3091 -2.2826 -0.4905 0.483
H 0.2774 -1.9470 -0.0503 0.209
H -1.2759 -0.3723 -2.1426 0.397
H 1.2540 -1.5322 -2.1340 0.415
H 0.4176 1.2687 -2.2841 0.321
H 2.0991 0.8476 -0.3930 0.409
H 0.3135 2.3198 0.0537 0.527
H -2.1043 1.0159 -0.4242 0.442
H -0.8743 1.1452 1.8312 0.778
H 0.7946 -0.1129 2.8499 0.392
H 1.4173 -0.7145 1.2815 0.401
H 2.8319 1.0382 1.9865 0.347
```

The following is a DFT calculation (the ωB97M-V functional and the def2-TZVPD basis) of 4 unconnected molecules or ions with the total composition C7H15NO7 at a distorted geometry.

energy above the lowest of the compared OMol25 structures with the same formula, charge and spin: 9.877 eV
HOMO-LUMO gap (spin up / spin down): 4.80 / 5.25 eV
HOMO energy (spin up / spin down): -6.68 / -6.55 eV

```
30
Properties=species:S:1:pos:R:3:mulliken_charge:R:1
C 2.2870 3.4612 -3.0005 -1.239
C 1.3736 3.2157 -1.8055 -0.365
C 0.6066 1.9126 -1.8591 -0.426
C -0.3412 1.8199 -0.6586 -0.716
O -1.3777 0.8459 -0.9265 -0.224
C -2.1268 0.4821 0.1200 0.010
C -2.4895 -1.7681 -0.3743 0.065
C -3.4185 -2.1365 0.6465 -0.949
O -2.8006 -1.7479 -1.6431 -0.445
O -1.7650 0.4748 1.2878 -0.513
O 0.4922 -1.1990 0.8585 -0.173
O -0.0236 -1.2909 -0.2335 -0.354
N 3.0281 -1.3201 2.8364 0.597
O 3.6363 -0.5339 2.0923 -0.289
O 2.5703 -1.1341 3.9805 -0.310
H 2.7296 4.4634 -2.9232 0.356
H 3.1214 2.7420 -3.0206 0.308
H 1.7356 3.3927 -3.9532 0.316
H 1.9500 3.2211 -0.8874 0.309
H 0.6542 4.0227 -1.7263 0.347
H 0.0143 1.8299 -2.7856 0.321
H 1.2876 1.0401 -1.8271 0.234
H 0.2120 1.5466 0.2558 0.340
H -0.8782 2.7681 -0.5073 0.443
H -3.1819 0.2836 -0.1941 0.524
H -1.4510 -1.9918 -0.1601 0.386
H -3.0207 -1.8378 1.6233 0.307
H -4.3675 -1.6229 0.4682 0.334
H -3.5548 -3.2292 0.6629 0.366
H -2.1305 -1.2570 -2.1704 0.441
```

The following is a DFT calculation (the ωB97M-V functional and the def2-TZVPD basis) of C7H15NSi in the gas phase at a distorted geometry.

energy above the lowest of the compared OMol25 structures with the same formula, charge and spin: 2.721 eV
HOMO-LUMO gap: 8.25 eV
HOMO energy: -7.47 eV

```
24
Properties=species:S:1:pos:R:3:mulliken_charge:R:1
C 2.7549 0.7240 0.1193 -0.591
C 3.3524 -0.5004 0.6331 0.144
C 0.2678 0.6822 0.5207 -0.546
C -2.5936 1.7879 0.5074 -1.355
C -1.6299 -1.4400 0.8309 -1.057
C -1.9082 -0.0343 -1.9588 -1.071
C 2.6985 -1.5983 0.8073 -0.743
N 1.3036 0.6740 -0.2657 0.110
Si -1.4594 0.2561 -0.0361 0.564
H 3.4064 0.9532 -0.7755 0.335
H 2.9403 1.5933 0.7472 0.292
H 4.4932 -0.4863 0.8491 0.230
H -2.4367 2.4859 -0.2533 0.357
H -3.5563 1.5785 0.6602 0.465
H -2.4185 2.3497 1.3896 0.419
H -1.1133 -2.3465 0.4182 0.320
H -1.3024 -1.2234 1.8589 0.275
H -2.6947 -1.5874 0.6329 0.358
H -1.0547 -0.3225 -2.6071 0.311
H -2.8592 -0.6503 -2.1915 0.297
H -2.1780 1.0126 -2.2737 0.263
H 1.6865 -1.8165 0.6097 0.110
H 3.1755 -2.5540 1.0252 0.246
H 1.1257 0.4625 -1.2479 0.266
```

The following is a DFT calculation (the ωB97M-V functional and the def2-TZVPD basis) of C7H15NSi in the gas phase at a distorted geometry.

energy above the lowest of the compared OMol25 structures with the same formula, charge and spin: 2.915 eV
HOMO-LUMO gap (spin up / spin down): 4.68 / 5.75 eV
HOMO energy (spin up / spin down): -4.13 / -10.43 eV
⟨S²⟩: 2.01
multiplicity: 3

```
24
Properties=species:S:1:pos:R:3:mulliken_charge:R:1
C 3.1934 0.1566 0.3911 0.124
C -2.6463 1.1592 0.8596 -1.223
C 0.3601 -2.3913 0.3725 -1.186
C 1.5398 0.6935 -1.7910 -0.959
C -1.2855 1.1944 0.3100 -0.945
C -0.5577 -1.2955 -0.1540 -0.360
C -0.2572 0.0842 0.5825 0.237
N 4.2509 -0.2873 0.5109 -0.593
Si 1.4906 0.8415 0.0821 0.520
H -2.8334 0.0548 0.9886 0.275
H -3.3970 1.7366 0.2139 0.292
H -2.8514 1.6401 1.8858 0.299
H -0.0289 -3.4361 0.2796 0.373
H 1.4576 -2.4726 -0.0231 0.225
H 0.5086 -2.2822 1.4348 0.356
H 1.1351 -0.3119 -2.0456 0.284
H 0.8248 1.4442 -2.1779 0.290
H 2.5310 0.8770 -2.3782 0.322
H -1.0253 2.1403 0.4049 0.619
H -1.3996 1.0736 -0.8033 0.262
H -0.6040 -1.2264 -1.3057 0.305
H -1.5766 -1.5333 0.1180 0.431
H -0.1616 -0.0454 1.6778 0.227
H 1.3326 2.1862 0.5667 -0.176
```

The following is a DFT calculation (the ωB97M-V functional and the def2-TZVPD basis) of 2 unconnected molecules or ions with the total composition C7H15O2 at a distorted geometry.

charge: -1
energy above the lowest of the compared OMol25 structures with the same formula, charge and spin: 0.698 eV
HOMO-LUMO gap: 7.69 eV
HOMO energy: -4.09 eV

```
24
Properties=species:S:1:pos:R:3:mulliken_charge:R:1
C 2.1357 -0.4634 -0.4205 -0.268
C 1.4896 -1.6243 -1.1464 -1.029
C 1.6204 1.0174 -0.8675 0.340
O 0.3918 1.2220 -0.6698 -0.613
O 2.4618 1.7534 -1.3799 -0.763
H 2.0051 -0.5652 0.6662 0.214
H 3.2208 -0.4166 -0.6022 0.263
H 1.3125 -2.5647 -0.6256 0.321
H 1.7874 -1.8089 -2.1822 0.332
H 0.4411 -1.3561 -1.3746 0.214
C -1.5505 -0.4359 0.7102 2.139
C -1.9665 -1.7817 1.3246 -1.478
C -2.6774 0.3878 0.1214 -1.393
C -1.0529 0.4462 1.9148 -1.671
H -0.7442 -0.5389 0.0017 -0.930
H -2.0485 -2.5982 0.5916 0.366
H -2.9568 -1.7228 1.7783 0.367
H -3.1597 1.0909 0.7958 0.271
H -2.2488 0.8907 -0.7553 0.374
H -3.3936 -0.1725 -0.5056 0.390
H -0.2827 -0.1138 2.4504 0.372
H -0.6795 1.3605 1.4730 0.364
H -1.8816 0.6525 2.5858 0.469
H -1.2727 -2.0620 2.1147 0.349
```